C4H8N2S | ωB97M-V/def2-TZVPD

```
! wB97M-V def2-TZVPD RIJCOSX def2/J DEFGRID3
* xyz 0 1
N -0.01760 2.17271 0.28092
N -1.24082 1.57875 0.23447
C -1.82892 0.52054 -0.03145
S -3.07934 -0.40953 -0.37981
H 0.76289 1.47730 0.15184
H -0.05659 2.64873 1.15391
C 0.93778 -0.64055 1.20299
C 0.13432 -0.83562 0.17446
C 0.65751 -0.96586 -1.30771
H 1.96740 -0.18904 1.04001
H 0.51868 -0.87039 2.20965
H -0.86241 -1.26053 0.25210
H 0.42275 -2.03322 -1.53630
H 1.78499 -0.82263 -1.41351
H -0.10063 -0.37067 -2.03158
*
```

The frontier orbital gap comes out at 8.7 eV. The SMILES is NN=C=S.C=CC. The LUMO energy is 0.24 eV.